(1)
{"formula": "C3H9N2", "method": "ωB97M-V/def2-TZVPD", "mol_weight_da": 73.12, "charge": 1, "gap_ha": 0.3446, "de_lowest_kcal_mol": 52.5, "species": ["C", "N", "H", "H", "H", "H", "C", "C", "N", "H", "H", "H", "H", "H"], "positions_angstrom": [[-0.11, 1.25, -0.04], [1.05, 1.68, 0.54], [-0.20, 0.99, -1.08], [-0.98, 1.81, 0.29], [1.33, 1.25, 1.41], [1.86, 1.65, -0.07], [-0.98, -0.37, 0.65], [0.05, -1.09, 0.06], [0.12, -1.49, -1.22], [-1.08, -0.25, 1.70], [-1.94, -0.37, 0.15], [0.98, -1.16, 0.62], [0.70, -2.31, -1.38], [-0.79, -1.60, -1.65]]}

---

(2)
{"formula": "F18LiP3", "method": "ωB97M-V/def2-TZVPD", "mol_weight_da": 441.83, "spin_multiplicity": 2, "charge": -1, "gap_ha": [0.4616, 0.1149], "species": ["Li", "P", "F", "F", "F", "F", "F", "F", "P", "F", "F", "F", "F", "F", "F", "P", "F", "F", "F", "F", "F", "F"], "positions_angstrom": [[30.34, -2.24, -6.78], [30.78, -4.53, -5.56], [32.00, -3.69, -6.31], [30.16, -3.08, -5.07], [29.85, -4.25, -6.79], [29.68, -5.30, -4.71], [31.37, -5.91, -6.07], [31.87, -4.73, -4.32], [32.71, -0.19, -7.96], [32.30, 0.07, -9.48], [33.62, 1.20, -7.82], [31.44, 0.71, -7.47], [33.15, -0.52, -6.48], [31.78, -1.53, -8.07], [34.06, -1.06, -8.38], [27.96, -0.82, -7.34], [28.67, 0.58, -7.85], [26.95, 0.02, -6.52], [26.94, -0.86, -8.60], [27.23, -2.22, -6.94], [29.10, -1.62, -8.16], [28.88, -0.92, -6.01]]}

---

(3)
{"formula": "C20H44NO9PS2", "method": "ωB97M-V/def2-TZVPD", "mol_weight_da": 537.68, "gap_ha": 0.3588, "species": ["N", "P", "O", "O", "S", "O", "O", "S", "H", "H", "H", "H", "C", "C", "C", "O", "C", "H", "H", "H", "H", "H", "H", "H", "H", "C", "C", "C", "O", "C", "H", "H", "H", "H", "H", "H", "H", "H", "C", "C", "C", "O", "C", "H", "H", "H", "H", "H", "H", "H", "H", "C", "C", "C", "O", "C", "H", "H", "H", "H", "H", "H", "H", "H", "C", "C", "C", "O", "C", "H", "H", "H", "H", "H", "H", "H", "H"], "positions_angstrom": [[-1.42, -3.50, 1.40], [-2.77, -3.42, 0.41], [-3.30, -1.94, 0.74], [-2.26, -3.18, -1.20], [-0.86, -3.81, -1.65], [-0.94, -4.13, -3.01], [0.21, -2.49, -1.60], [-0.32, -0.98, -1.13], [-1.25, -4.44, 1.74], [-0.56, -3.07, 1.07], [-2.72, -1.58, 1.45], [-0.32, -1.06, 0.21], [1.60, 3.28, 1.08], [0.16, 3.72, 0.83], [-0.53, 2.39, 0.56], [0.17, 1.40, 1.33], [1.40, 1.96, 1.82], [2.18, 4.00, 1.65], [2.10, 3.11, 0.13], [-0.25, 4.18, 1.73], [0.05, 4.43, 0.01], [-0.46, 2.12, -0.50], [-1.58, 2.39, 0.85], [1.29, 2.13, 2.90], [2.21, 1.25, 1.65], [1.19, -7.06, -6.21], [0.73, -6.02, -5.18], [1.22, -6.65, -3.89], [2.40, -7.39, -4.21], [2.52, -7.50, -5.63], [1.28, -6.66, -7.22], [0.49, -7.89, -6.24], [1.23, -5.07, -5.36], [-0.35, -5.84, -5.18], [0.49, -7.34, -3.48], [1.46, -5.90, -3.13], [3.34, -6.85, -5.96], [2.78, -8.53, -5.89], [-2.96, -8.04, 2.70], [-2.03, -8.70, 3.72], [-0.95, -7.63, 3.90], [-1.60, -6.37, 3.70], [-2.90, -6.58, 3.14], [-3.97, -8.44, 2.70], [-2.55, -8.14, 1.70], [-2.56, -8.86, 4.66], [-1.62, -9.65, 3.39], [-0.16, -7.74, 3.15], [-0.49, -7.65, 4.89], [-3.65, -6.37, 3.92], [-3.05, -5.88, 2.32], [-0.77, 8.41, 3.66], [-1.89, 7.97, 2.73], [-1.12, 7.16, 1.69], [0.00, 6.59, 2.37], [0.14, 7.19, 3.66], [-1.11, 8.68, 4.66], [-0.24, 9.27, 3.24], [-2.59, 7.32, 3.26], [-2.45, 8.79, 2.29], [-0.75, 7.80, 0.88], [-1.72, 6.36, 1.24], [-0.17, 6.46, 4.42], [1.19, 7.43, 3.82], [2.44, 7.17, -2.98], [2.29, 7.59, -1.52], [1.60, 6.37, -0.92], [2.04, 5.24, -1.68], [2.73, 5.68, -2.85], [3.22, 7.71, -3.52], [1.50, 7.33, -3.51], [3.28, 7.72, -1.06], [1.73, 8.51, -1.37], [0.51, 6.45, -1.02], [1.84, 6.21, 0.13], [3.80, 5.49, -2.72], [2.38, 5.10, -3.71]]}

---

(4)
{"formula": "C4H11F3N2P2", "method": "ωB97M-V/def2-TZVPD", "mol_weight_da": 206.09, "gap_ha": [0.2158, 0.2158], "de_lowest_kcal_mol": 112.3, "species": ["C", "C", "C", "C", "N", "N", "F", "F", "F", "P", "P", "H", "H", "H", "H", "H", "H", "H", "H", "H", "H", "H"], "positions_angstrom": [[3.63, -0.48, -0.75], [-1.57, -0.21, -1.99], [-2.74, -0.61, 0.23], [-0.09, 0.78, 2.18], [0.86, 0.89, -0.37], [-1.63, 0.00, -0.52], [2.88, 2.12, -1.19], [2.97, 1.47, 0.93], [-0.05, -2.29, 1.62], [2.50, 0.79, -0.43], [-0.27, 0.06, 0.43], [3.29, -1.17, -1.53], [3.80, -0.99, 0.14], [-2.50, -0.85, -2.33], [-1.57, 0.75, -2.54], [-0.67, -0.76, -2.33], [-2.56, -1.68, 0.45], [-2.84, -0.12, 1.27], [-3.55, -0.55, -0.48], [0.25, -0.08, 2.65], [0.71, 1.55, 2.01], [-0.83, 1.35, 2.57]]}

---

(5)
{"formula": "C5H11N4", "method": "ωB97M-V/def2-TZVPD", "mol_weight_da": 127.17, "charge": 1, "gap_ha": 0.3690, "de_lowest_kcal_mol": 48.1, "species": ["C", "C", "C", "C", "C", "N", "N", "N", "N", "H", "H", "H", "H", "H", "H", "H", "H", "H", "H", "H"], "positions_angstrom": [[2.52, -2.00, 0.44], [-1.57, -0.78, 0.12], [-0.65, 2.03, 0.51], [1.58, 1.32, -0.59], [0.15, 0.95, -0.11], [1.61, -2.03, -0.24], [-1.63, -1.94, -0.55], [-2.34, -0.03, 0.71], [-0.29, -0.27, -0.27], [-0.03, 2.95, 0.25], [-1.52, 2.21, -0.03], [-0.81, 1.78, 1.60], [2.25, 0.42, -0.81], [2.00, 1.85, 0.21], [1.42, 1.99, -1.47], [-2.36, -2.60, -0.30], [-0.67, -2.51, -0.53], [-3.24, -0.41, 0.94], [3.39, -2.04, 0.91], [0.20, -0.89, -0.79]]}

---

(6)
{"formula": "C4H8NOS", "method": "ωB97M-V/def2-TZVPD", "mol_weight_da": 118.18, "charge": 1, "gap_ha": 0.3210, "de_lowest_kcal_mol": 62.0, "species": ["C", "C", "C", "C", "N", "O", "S", "H", "H", "H", "H", "H", "H", "H", "H"], "positions_angstrom": [[-1.11, -2.01, -0.55], [-0.63, -0.74, -0.46], [0.77, 1.28, -0.79], [0.58, -0.12, -0.18], [0.36, 0.47, 1.64], [-1.72, -0.03, -0.99], [-2.55, -1.42, -1.29], [-0.87, -2.99, -0.34], [-0.08, 2.02, -0.83], [1.63, 1.82, -0.24], [1.33, 1.14, -1.66], [1.31, -0.96, -0.09], [0.73, 1.41, 1.79], [0.89, -0.19, 2.19], [-0.64, 0.32, 1.81]]}